1.
Below is a structure of composition C33H35Cl5N4P2Pd, with properties calculated with ωB97M-V/def2-TZVPD.

Geometry as XYZ:
```
80
Properties=species:S:1:pos:R:3:forces:R:3:lowdin_charge:R:1
Pd -0.321 -2.969 3.829 -2.3 0.5 -0.2 0.7537
C -0.762 2.612 3.585 -0.7 -0.2 -0.3 -0.1523
C -1.064 1.674 2.680 0.1 -0.5 1.0 -0.1123
C -0.478 1.386 1.328 -0.3 -0.2 -0.5 -0.2340
C 0.816 0.573 1.186 0.2 0.2 -0.3 -0.1935
C 2.029 1.025 1.949 0.3 0.3 0.4 -0.1272
C 2.176 2.161 2.652 0.2 -0.9 -0.5 -0.1254
C 1.393 3.401 2.444 -1.1 0.9 0.8 -0.1929
C 0.294 3.652 3.528 0.8 0.4 -0.5 -0.1854
C 1.488 -2.676 4.435 2.4 -0.9 -0.1 -0.2908
H -1.366 2.668 4.493 0.0 -0.3 -0.1 0.1009
H -1.819 0.922 2.966 0.2 0.6 0.0 0.1056
H -0.414 2.302 0.733 0.0 -0.3 0.1 0.0880
H -1.238 0.742 0.859 0.3 0.3 -0.2 0.0608
H 0.616 -0.473 1.488 0.1 0.3 -0.1 0.1043
H 1.058 0.532 0.105 -0.1 -0.1 0.3 0.0682
H 2.859 0.312 1.911 -0.3 -0.1 0.6 0.0959
H 2.933 2.217 3.434 0.4 0.0 -0.5 0.1078
H 0.938 3.445 1.451 0.3 0.0 0.2 0.1022
H 2.074 4.257 2.521 0.0 -0.2 -0.2 0.1135
H 0.786 3.701 4.517 -0.2 0.0 -0.3 0.1137
H -0.144 4.653 3.351 0.1 -0.4 0.1 0.1176
H 1.482 -2.647 5.527 0.1 0.3 -0.2 0.0028
H 1.898 -1.795 3.917 0.0 -0.5 0.4 -0.0332
H 1.895 -3.636 4.082 0.6 0.3 0.1 -0.0192
P 1.785 -1.133 -2.168 1.9 0.4 -3.0 1.1059
P -1.882 -0.477 -1.929 -1.5 1.7 -2.5 1.0995
N 3.166 -0.058 -2.523 0.1 0.7 0.8 -0.2625
N 2.322 -2.339 -3.378 -0.4 -1.0 0.1 -0.2629
N -2.088 1.251 -2.317 0.5 0.6 0.7 -0.2593
N -3.413 -0.884 -2.749 -0.5 -1.4 -0.1 -0.2720
C 0.636 -0.241 -3.309 -0.5 0.1 0.3 -0.4063
C -0.776 -0.851 -3.383 0.1 -0.3 0.1 -0.3996
C 3.982 0.449 -1.510 0.4 0.5 -1.0 -0.1524
C 4.924 1.309 -2.067 -1.0 -0.8 0.0 -0.0954
C 4.682 1.341 -3.479 -0.9 -0.6 0.2 -0.0859
C 3.591 0.513 -3.729 0.6 0.5 0.7 -0.1425
C 2.598 -3.656 -3.002 0.2 0.1 -1.4 -0.1608
C 2.985 -4.387 -4.123 -0.3 0.9 0.6 -0.1005
C 2.947 -3.493 -5.245 -0.5 1.0 0.9 -0.0836
C 2.533 -2.246 -4.763 0.2 -1.4 0.3 -0.1431
C -2.096 2.224 -1.304 0.2 0.5 -1.4 -0.1509
C -1.908 3.474 -1.878 -0.3 -0.8 0.3 -0.0877
C -1.847 3.292 -3.294 0.0 -1.6 0.2 -0.0783
C -1.947 1.920 -3.540 0.2 1.2 0.9 -0.1727
C -4.169 -0.241 -3.741 -0.4 -0.9 0.0 -0.1326
C -5.141 -1.117 -4.219 1.0 0.2 0.8 -0.0896
C -4.973 -2.358 -3.516 0.6 0.4 0.2 -0.1048
C -3.910 -2.195 -2.642 -0.5 0.8 -0.6 -0.1708
H 1.050 -0.220 -4.327 -0.1 0.0 0.5 0.0578
H 0.605 0.801 -2.958 -0.1 -0.1 -0.1 0.0810
H -1.257 -0.512 -4.314 0.0 -0.2 0.5 0.0741
H -0.729 -1.951 -3.432 0.1 0.2 -0.1 0.0764
H 3.805 0.158 -0.488 0.1 0.0 0.0 0.0802
H 5.686 1.851 -1.530 0.0 -0.1 0.0 0.0875
H 5.239 1.908 -4.223 -0.3 -0.2 0.2 0.0954
H 3.087 0.314 -4.660 0.2 0.1 0.2 0.0770
H 2.487 -3.938 -1.974 0.0 -0.1 0.2 0.0848
H 3.254 -5.436 -4.140 0.0 0.2 0.1 0.0890
H 3.182 -3.731 -6.281 -0.1 0.1 0.4 0.0944
H 2.366 -1.328 -5.299 0.0 -0.2 0.0 0.0748
H -2.296 1.943 -0.290 0.1 0.0 0.0 0.0777
H -1.825 4.410 -1.332 -0.2 -0.3 -0.2 0.0962
H -1.743 4.059 -4.046 0.0 -0.1 0.0 0.0924
H -1.968 1.399 -4.479 0.1 0.0 0.0 0.0961
H -3.976 0.779 -4.026 -0.1 -0.1 0.2 0.0835
H -5.879 -0.896 -4.987 0.2 0.0 0.3 0.0934
H -5.563 -3.260 -3.647 0.2 0.2 0.1 0.0910
H -3.450 -2.880 -1.949 -0.1 -0.1 0.0 0.0895
Cl -3.072 -3.550 4.902 -0.3 -0.6 -0.3 0.6729
C -2.392 -2.232 5.764 -0.1 1.1 1.7 -0.7438
C -1.180 -1.749 5.340 -0.5 0.3 -0.9 -0.2892
C -0.652 -0.607 5.914 -0.8 0.1 1.0 -0.6982
Cl 0.716 0.151 5.229 0.4 0.4 -0.1 0.7544
C -1.239 -0.043 7.071 -0.2 -1.0 -0.6 -0.7056
Cl -0.506 1.302 7.832 -0.1 0.1 0.2 0.6892
C -2.400 -0.648 7.604 0.5 -0.2 -0.8 -0.7136
Cl -2.988 -0.128 9.116 -0.3 0.2 0.3 0.6992
C -3.030 -1.705 6.917 1.0 0.0 -0.4 -0.7110
Cl -4.462 -2.401 7.529 -0.3 -0.1 0.1 0.6938
```
Positions in Å, forces in eV/Å.

Calculated total energy in eV: -125412.3575
LUMO level (spin up / spin down) in Eh: -0.0143 / -0.0946
E_HOMO (spin up / spin down) in hartree: -0.2645 / -0.3063
Spin multiplicity: 3
Frontier orbital gap (spin up / spin down) in eV: 6.81 / 5.76
ΔE to the lowest compared entry with this formula, charge and spin in kJ/mol: 57.7
Max |F| in eV Å⁻¹: 3.56

=====

2.
Below is the molecule C20H14O7, with properties calculated with ωB97M-V/def2-TZVPD.

Geometry as XYZ:
```
41
Properties=species:S:1:pos:R:3:forces:R:3:nbo_charge:R:1
O -0.002 -4.870 0.294 0.3 0.8 0.5 -0.5817
C -0.080 -3.645 0.476 -2.0 -1.7 -0.3 0.5988
C -1.151 -3.140 1.452 0.7 0.0 0.1 -0.5166
C -0.861 -1.698 1.819 -0.6 0.4 -0.5 0.1100
O -1.843 -1.335 2.779 0.0 0.6 -0.4 -0.7105
C -0.748 -0.801 0.519 0.0 0.0 -0.3 0.2335
O -1.918 -0.918 -0.324 -0.1 0.1 1.0 -0.7215
C 0.390 -1.348 -0.339 0.3 0.6 0.3 0.0174
C 1.117 -0.480 -1.146 0.3 -0.1 -0.4 -0.0192
C 2.187 -0.989 -1.942 -1.0 -0.4 1.1 -0.1490
C 2.466 -2.329 -1.937 -0.1 0.4 -0.2 -0.2685
C 1.677 -3.186 -1.200 -0.3 -2.4 0.3 0.3989
O 1.944 -4.527 -1.284 0.0 1.3 -0.2 -0.6657
C 0.635 -2.722 -0.378 1.0 0.4 0.1 -0.2730
C 0.767 0.951 -1.205 0.1 -0.1 0.0 -0.1114
C 1.200 1.719 -2.289 -0.8 2.1 0.7 -0.1474
C 0.987 3.102 -2.280 0.5 -0.9 -0.4 -0.2527
C 0.419 3.743 -1.209 -0.1 0.1 1.2 0.3445
O 0.378 5.083 -1.211 0.1 0.3 -0.4 -0.6626
C -0.070 2.973 -0.142 -0.6 -1.5 0.3 -0.1850
C 0.047 1.555 -0.162 0.8 0.2 -1.1 0.0619
C -0.480 0.671 0.952 -0.2 0.6 -0.7 -0.3160
C -1.739 1.352 1.505 -0.7 0.5 0.4 0.0523
O -1.423 1.867 2.773 -0.2 0.9 1.4 -0.4822
C -1.750 2.876 1.840 -0.1 -2.1 -2.1 -0.0146
C -0.696 3.616 1.019 0.5 0.3 1.1 0.5314
O -0.381 4.750 1.334 -0.3 0.4 -0.1 -0.5509
H -2.158 -3.281 1.015 0.6 0.3 0.0 0.2636
H -1.140 -3.741 2.376 0.2 0.1 -0.4 0.2517
H 0.130 -1.642 2.290 0.0 0.0 -0.1 0.1701
H -1.746 -0.404 3.047 0.1 -0.5 0.0 0.4817
H -1.706 -0.580 -1.204 0.1 0.0 0.1 0.4814
H 2.837 -0.376 -2.520 0.1 0.7 -0.3 0.2178
H 3.263 -2.725 -2.533 0.3 -0.2 -0.1 0.2341
H 1.235 -4.987 -0.775 0.0 0.0 0.1 0.5092
H 1.708 1.368 -3.154 0.3 -0.8 -0.3 0.2198
H 1.366 3.739 -3.052 0.1 0.1 -0.5 0.2269
H 0.236 5.431 -0.316 -0.2 -0.3 0.2 0.5158
H 0.313 0.647 1.743 -0.7 0.0 -0.4 0.2550
H -2.715 0.830 1.374 0.9 0.4 0.3 0.2305
H -2.693 3.448 1.998 0.8 -0.6 0.0 0.2220
```
Positions in Å, forces in eV/Å.

Calculated total energy in eV: -35298.8544
SMILES: O=C1C[C@H](O)[C@]2(O)c3c(ccc(O)c31)-c1ccc(O)c3c1[C@H]2[C@H]1O[C@H]1C3=O
LUMO level in Eh: -0.0209
E_HOMO in hartree: -0.3066
Spin multiplicity: 1
Frontier orbital gap in eV: 7.77
Max |F| in eV Å⁻¹: 2.92

=====

3.
Below is a structure of composition C17H20GaN3O2S, with properties calculated with ωB97M-V/def2-TZVPD.

Geometry as XYZ:
```
44
Properties=species:S:1:pos:R:3:forces:R:3:nbo_charge:R:1
Ga 0.325 0.722 -1.016 0.0 0.0 0.2 0.8388
C 4.039 0.098 1.497 -0.1 0.0 0.1 -0.6602
C 2.748 0.867 1.375 0.3 0.0 -0.1 0.1177
C 1.634 0.532 2.139 0.0 -0.2 0.1 -0.2586
C 0.447 1.251 2.062 -0.2 0.0 0.0 0.0064
C -0.748 0.878 2.906 0.0 0.0 -0.1 -0.6367
C 0.390 2.342 1.192 -0.2 0.0 0.1 -0.2960
C 1.491 2.708 0.416 0.0 0.4 -0.4 -0.0312
C 1.421 3.906 -0.510 0.0 -0.1 0.2 -0.6543
C 2.653 1.950 0.504 0.2 -0.1 0.0 -0.2714
H 4.323 -0.356 0.547 0.0 0.0 0.0 0.2303
H 3.972 -0.683 2.256 0.0 0.0 -0.1 0.2182
H 4.857 0.759 1.783 0.0 0.0 0.0 0.2479
H 1.706 -0.289 2.849 0.0 0.0 -0.1 0.2143
H -1.449 0.252 2.342 0.1 0.0 0.0 0.2024
H -1.291 1.765 3.234 0.0 0.0 0.0 0.2357
H -0.449 0.319 3.792 0.0 0.0 0.0 0.2355
H -0.516 2.935 1.133 0.1 0.0 0.0 0.2347
H 1.856 4.780 -0.025 0.0 0.0 0.0 0.2571
H 0.392 4.159 -0.768 0.0 0.0 0.0 0.2245
H 1.986 3.740 -1.427 0.0 0.0 0.0 0.2318
H 3.511 2.225 -0.101 0.0 0.0 0.0 0.2367
C -4.234 2.545 -0.316 0.1 -0.2 0.1 -0.4066
N -3.862 1.124 -0.122 0.0 0.1 0.0 -0.3594
C -4.761 0.230 0.347 -0.1 0.2 0.0 0.1538
C -4.441 -1.076 0.521 -0.1 -0.1 0.1 -0.3621
C -3.130 -1.402 0.163 -0.1 -0.5 -0.1 0.5878
O -2.805 -2.727 0.269 0.0 0.2 0.2 -0.4576
N -2.239 -0.583 -0.284 0.2 0.3 -0.2 -0.5803
C -2.569 0.733 -0.416 -0.3 0.2 0.0 0.7780
O -1.752 1.587 -0.791 0.2 -0.3 0.0 -0.7276
H -5.316 2.607 -0.374 0.0 0.0 0.0 0.2314
H -3.786 2.906 -1.234 0.0 0.0 -0.1 0.2494
H -3.865 3.140 0.516 0.0 0.0 0.0 0.2325
H -5.747 0.615 0.565 0.0 0.0 0.0 0.2508
H -5.148 -1.804 0.884 0.0 0.0 0.0 0.2746
S -0.296 -5.275 0.575 0.7 -0.4 0.4 0.7318
C -1.522 -4.618 -0.196 -0.4 0.3 -0.3 -0.1995
C -1.528 -3.109 -0.137 -0.1 0.0 -0.1 0.1293
N -0.450 -2.657 0.718 -0.2 -0.3 0.0 -0.3032
C 0.268 -3.595 1.116 0.2 0.2 0.1 -0.0001
H -2.272 -5.205 -0.720 0.1 0.1 0.0 0.3071
H -1.306 -2.752 -1.156 0.1 0.1 0.0 0.2793
H 1.162 -3.503 1.727 -0.1 -0.1 0.0 0.2668
```
Positions in Å, forces in eV/Å.

Calculated total energy in eV: -89714.7208
LUMO level in Eh: -0.3318
E_HOMO in hartree: -0.5277
Spin multiplicity: 1
Frontier orbital gap in eV: 5.33
Total charge: +2
ΔE to the lowest compared entry with this formula, charge and spin in kJ/mol: 261.1
Max |F| in eV Å⁻¹: 0.86

=====

Copy entry 2 word for word.
Below is the molecule C20H14O7, with properties calculated with ωB97M-V/def2-TZVPD.

Geometry as XYZ:
```
41
Properties=species:S:1:pos:R:3:forces:R:3:nbo_charge:R:1
O -0.002 -4.870 0.294 0.3 0.8 0.5 -0.5817
C -0.080 -3.645 0.476 -2.0 -1.7 -0.3 0.5988
C -1.151 -3.140 1.452 0.7 0.0 0.1 -0.5166
C -0.861 -1.698 1.819 -0.6 0.4 -0.5 0.1100
O -1.843 -1.335 2.779 0.0 0.6 -0.4 -0.7105
C -0.748 -0.801 0.519 0.0 0.0 -0.3 0.2335
O -1.918 -0.918 -0.324 -0.1 0.1 1.0 -0.7215
C 0.390 -1.348 -0.339 0.3 0.6 0.3 0.0174
C 1.117 -0.480 -1.146 0.3 -0.1 -0.4 -0.0192
C 2.187 -0.989 -1.942 -1.0 -0.4 1.1 -0.1490
C 2.466 -2.329 -1.937 -0.1 0.4 -0.2 -0.2685
C 1.677 -3.186 -1.200 -0.3 -2.4 0.3 0.3989
O 1.944 -4.527 -1.284 0.0 1.3 -0.2 -0.6657
C 0.635 -2.722 -0.378 1.0 0.4 0.1 -0.2730
C 0.767 0.951 -1.205 0.1 -0.1 0.0 -0.1114
C 1.200 1.719 -2.289 -0.8 2.1 0.7 -0.1474
C 0.987 3.102 -2.280 0.5 -0.9 -0.4 -0.2527
C 0.419 3.743 -1.209 -0.1 0.1 1.2 0.3445
O 0.378 5.083 -1.211 0.1 0.3 -0.4 -0.6626
C -0.070 2.973 -0.142 -0.6 -1.5 0.3 -0.1850
C 0.047 1.555 -0.162 0.8 0.2 -1.1 0.0619
C -0.480 0.671 0.952 -0.2 0.6 -0.7 -0.3160
C -1.739 1.352 1.505 -0.7 0.5 0.4 0.0523
O -1.423 1.867 2.773 -0.2 0.9 1.4 -0.4822
C -1.750 2.876 1.840 -0.1 -2.1 -2.1 -0.0146
C -0.696 3.616 1.019 0.5 0.3 1.1 0.5314
O -0.381 4.750 1.334 -0.3 0.4 -0.1 -0.5509
H -2.158 -3.281 1.015 0.6 0.3 0.0 0.2636
H -1.140 -3.741 2.376 0.2 0.1 -0.4 0.2517
H 0.130 -1.642 2.290 0.0 0.0 -0.1 0.1701
H -1.746 -0.404 3.047 0.1 -0.5 0.0 0.4817
H -1.706 -0.580 -1.204 0.1 0.0 0.1 0.4814
H 2.837 -0.376 -2.520 0.1 0.7 -0.3 0.2178
H 3.263 -2.725 -2.533 0.3 -0.2 -0.1 0.2341
H 1.235 -4.987 -0.775 0.0 0.0 0.1 0.5092
H 1.708 1.368 -3.154 0.3 -0.8 -0.3 0.2198
H 1.366 3.739 -3.052 0.1 0.1 -0.5 0.2269
H 0.236 5.431 -0.316 -0.2 -0.3 0.2 0.5158
H 0.313 0.647 1.743 -0.7 0.0 -0.4 0.2550
H -2.715 0.830 1.374 0.9 0.4 0.3 0.2305
H -2.693 3.448 1.998 0.8 -0.6 0.0 0.2220
```
Positions in Å, forces in eV/Å.

Calculated total energy in eV: -35298.8544
SMILES: O=C1C[C@H](O)[C@]2(O)c3c(ccc(O)c31)-c1ccc(O)c3c1[C@H]2[C@H]1O[C@H]1C3=O
LUMO level in Eh: -0.0209
E_HOMO in hartree: -0.3066
Spin multiplicity: 1
Frontier orbital gap in eV: 7.77
Max |F| in eV Å⁻¹: 2.92